The following is a quantum chemistry calculation of a molecular structure, C40H60BN2OTa in a non-equilibrium geometry, from OMol25.

Computed properties:
E_HOMO (spin up / spin down): -12.86 / -12.86 eV
total charge: +2

Positions of all 105 atoms, in Å:
Ta -2.457 0.682 0.362
O 3.252 -0.999 1.806
N 0.790 0.276 -1.532
N -1.243 1.003 -2.212
C -3.164 -0.004 -4.170
C 3.349 -2.221 -2.378
C -1.466 3.698 -0.863
C -3.655 0.604 -1.765
C -2.131 2.572 3.497
C 0.938 -2.417 -2.909
C -2.689 -0.862 2.195
C -4.473 0.528 -0.551
C 2.075 -1.679 -2.178
C 4.345 -0.437 -1.144
C -3.611 2.792 0.020
C -0.980 0.641 2.308
C -4.056 -1.788 -2.566
C 4.253 -1.936 2.455
C -2.565 1.499 -1.784
C 3.103 0.089 -0.835
C 4.455 -1.580 -1.897
C -3.386 -2.142 2.144
C -2.084 1.303 2.746
C -4.564 1.793 0.155
C 5.649 -1.800 1.892
C 4.165 -1.565 3.935
C 1.449 -3.071 -4.230
C -4.501 0.770 3.197
C -4.045 -0.290 -2.923
C -1.380 4.697 0.345
C 0.360 0.987 2.850
C 0.352 -3.478 -1.963
C 1.953 -0.493 -1.437
C 0.907 1.163 -2.663
C -0.284 1.596 -3.097
C 3.793 2.352 0.083
C 3.676 0.435 1.596
C 3.061 1.055 0.306
C -2.418 2.570 -0.726
C -3.202 0.448 2.534
C 3.742 -3.340 2.228
C -1.692 4.297 -2.211
C -0.506 -1.870 1.611
C -1.331 -0.726 1.961
B -0.676 0.158 -1.206
H -2.454 2.420 4.538
H 1.858 1.340 -3.125
H 0.831 0.066 3.231
H 3.138 -1.734 4.316
H 3.375 2.866 -0.758
H -0.371 5.084 0.329
H 4.847 -2.262 4.432
H -2.121 -0.347 -4.019
H 1.962 1.273 0.526
H 5.444 -1.927 -2.136
H -2.054 3.530 -2.841
H -4.490 -2.073 -1.590
H -5.268 -0.210 -0.505
H -2.465 5.049 -2.265
H -1.200 3.053 3.589
H -0.473 3.213 -0.871
H 3.344 0.988 2.458
H -2.050 5.530 0.330
H 3.502 -3.107 -2.961
H -5.338 0.154 2.917
H -3.028 -2.911 2.905
H -5.336 1.953 0.895
H 4.723 0.387 1.356
H 3.658 2.947 0.948
H -3.638 3.686 0.624
H -1.003 -2.887 1.693
H 2.760 -3.492 2.649
H -5.095 -0.028 -3.102
H -3.342 -2.616 1.154
H -0.222 -1.815 0.562
H -0.260 -3.007 -1.142
H -0.339 -4.174 -2.482
H 6.256 -2.546 2.393
H 4.460 -4.081 2.631
H 2.152 -3.866 -4.151
H -4.753 1.836 3.117
H 6.146 -0.879 2.076
H 4.841 2.070 -0.073
H -3.489 -0.556 -5.076
H 1.022 1.448 2.146
H 4.521 -0.579 4.166
H 0.246 1.626 3.759
H 3.605 -3.596 1.190
H 5.247 0.014 -0.752
H -4.429 -2.024 2.454
H -4.593 -2.332 -3.353
H 1.162 -4.048 -1.491
H 0.573 -3.505 -4.752
H -0.756 4.664 -2.643
H -1.393 4.213 1.310
H -3.036 -2.158 -2.505
H -0.527 2.289 -3.903
H -2.863 3.334 3.108
H -4.349 0.645 4.264
H 0.363 -1.909 2.238
H -3.178 1.070 -4.457
H 0.114 -1.712 -3.183
H 3.104 -1.362 0.912
H 5.691 -2.008 0.824
H 1.856 -2.305 -4.886